Record 1
76
Properties=species:S:1:pos:R:3:forces:R:3 method="wB97M-V/def2-TZVPD" e_tot_ha=-2360.39126 s2=0.762 homo_lumo_gap_ev="7.472 / 5.481" homo_energy_ev="-13.43 / -13.43" multiplicity=2 charge=+2
Ti 0.9134 -0.5748 -0.1260 -0.7 -1.5 0.2
C -0.0751 -2.9074 -1.0219 0.0 -0.4 0.2
C 0.7414 -2.6685 0.2317 -0.1 -0.1 -0.5
N 2.2416 -0.6062 1.1848 0.2 0.4 0.7
C 2.3596 0.4199 2.1948 0.1 0.2 0.1
C 1.1717 1.3212 2.0901 0.1 0.1 0.1
C 0.9387 2.3999 2.9269 -0.1 0.0 0.0
C -0.2031 3.1576 2.7283 0.1 -0.1 0.0
C -1.0714 2.8291 1.6917 0.0 0.0 0.0
C -0.7737 1.7486 0.8892 -0.1 0.1 -0.1
C -1.6358 1.3033 -0.2580 -0.1 0.1 0.2
N -0.8323 0.4706 -1.1703 0.0 0.2 0.1
C -1.6429 -0.4158 -2.0271 0.1 -0.3 -0.1
C -0.6759 -1.2736 -2.8278 -0.2 0.2 0.1
N 0.3467 -1.7821 -1.9006 -0.1 -0.3 -0.3
N 0.3300 1.0064 1.0922 0.0 0.6 0.4
H -1.1394 -2.8106 -0.8114 0.0 0.0 -0.1
H 0.0849 -3.8770 -1.5022 -0.1 0.0 -0.1
H 1.7055 -3.1822 0.1881 0.1 0.1 0.0
H 0.2411 -2.9922 1.1381 0.1 0.2 0.1
H 3.0096 -1.2604 1.2562 -0.1 -0.2 0.0
H 3.2728 1.0182 2.0687 0.0 0.0 0.0
H 2.4110 0.0009 3.2069 0.0 0.0 0.0
H 1.6398 2.6319 3.7171 0.0 0.0 0.0
H -0.4147 4.0027 3.3697 0.0 0.0 0.0
H -1.9655 3.4112 1.5134 0.0 0.0 0.0
H -2.0902 2.1576 -0.7645 0.0 0.0 0.0
H -2.4423 0.6905 0.1462 0.0 0.0 0.0
H -0.3277 1.0904 -1.8029 0.0 0.0 0.0
H -2.3049 0.1473 -2.6878 0.0 0.0 0.0
H -2.2596 -1.0386 -1.3811 0.0 0.1 0.0
H -0.1884 -0.6684 -3.5955 0.1 0.0 0.0
H -1.2049 -2.0838 -3.3349 0.0 0.0 0.0
H 1.1382 -2.0978 -2.4462 0.1 0.0 0.0
C 3.5333 -1.9663 -2.0571 0.0 0.1 0.1
C 3.2364 -0.5203 -2.2020 -0.1 -0.2 0.3
C 3.9734 0.3584 -3.0513 0.0 0.5 -0.1
C 3.5221 1.6160 -2.7881 0.3 -0.3 -0.3
C 2.5199 1.4914 -1.7842 -0.1 0.0 0.2
C 1.9051 2.6649 -1.1147 0.1 0.0 -0.1
N 2.3221 0.1691 -1.4582 0.6 0.7 -1.1
H 4.6062 -2.0791 -1.8835 0.0 0.0 0.0
H 3.3273 -2.5094 -2.9845 0.0 0.0 0.0
H 3.0030 -2.4280 -1.2285 0.0 0.0 0.0
H 4.7486 0.0693 -3.7436 0.0 -0.1 0.0
H 3.8585 2.5432 -3.2247 0.0 0.0 0.0
H 2.1690 3.5636 -1.6679 0.0 0.0 0.0
H 2.3069 2.7720 -0.1032 0.0 0.0 0.0
H 0.8214 2.6220 -1.0344 0.0 0.0 0.0
C -4.5370 -3.0703 -1.2664 0.0 -0.2 0.0
C -3.9466 -4.2155 -0.4362 0.0 0.2 0.0
N -4.6434 -4.4473 0.8159 0.0 0.1 0.0
C -5.7670 -5.3923 0.8279 -0.3 0.0 0.0
C -7.1399 -4.7441 0.6664 0.2 0.0 0.0
C -4.3934 -3.7955 1.9810 -0.2 -0.1 -0.1
O -5.0930 -3.9522 2.9676 0.1 0.0 0.0
C -3.1695 -2.9165 2.1436 0.2 0.0 0.2
C -2.5715 -2.9901 3.4039 0.0 0.0 -0.1
C -1.4913 -2.1803 3.6968 0.0 0.0 0.0
C -1.0216 -1.3248 2.7158 -0.1 0.0 0.0
N -1.5692 -1.2301 1.5018 0.2 0.0 0.1
C -2.6348 -2.0009 1.2488 -0.1 0.0 -0.1
H -3.8965 -2.8496 -2.1246 0.0 0.0 0.0
H -4.6659 -2.1662 -0.6690 -0.1 0.0 -0.1
H -5.5175 -3.3485 -1.6490 0.0 0.1 0.0
H -2.8884 -4.0423 -0.2276 0.0 -0.1 0.0
H -4.0094 -5.1314 -1.0219 0.1 -0.1 0.0
H -5.7404 -5.9227 1.7787 0.1 0.0 0.0
H -5.5992 -6.1081 0.0237 0.1 0.0 0.0
H -7.3083 -4.0093 1.4506 0.0 0.0 0.0
H -7.9057 -5.5150 0.7497 0.0 0.0 0.0
H -7.2444 -4.2657 -0.3080 0.0 0.0 0.0
H -2.9826 -3.6712 4.1359 0.0 0.0 0.0
H -1.0267 -2.2036 4.6728 0.0 0.0 0.0
H -0.1711 -0.6856 2.9151 0.0 0.0 0.0
H -3.1111 -1.8346 0.2899 0.1 -0.1 0.1



Record 2
65
Properties=species:S:1:pos:R:3:forces:R:3 method="wB97M-V/def2-TZVPD" e_tot_ha=-5454.91474 e_above_lowest_kcal_mol=7.7 homo_lumo_gap_ev=5.539 homo_energy_ev=-3.62 multiplicity=1 charge=-1
C -2.4570 -3.4631 -0.5414 0.4 0.4 -0.2
O -3.3857 -2.5375 0.0204 0.0 -0.6 -0.3
C -4.5289 -2.4212 -0.7968 -1.1 0.6 -0.5
C -4.2780 -1.6698 -2.1319 0.0 0.2 0.9
C -3.8500 -0.1897 -1.8066 1.2 -1.0 -1.1
C -2.2934 -0.1447 -2.0146 -1.0 0.8 -0.2
C -1.7163 1.2970 -2.0629 -0.2 -0.3 0.4
C -0.2273 1.4255 -1.6015 0.0 -0.1 -0.6
C 0.6109 0.0995 -1.6685 -0.3 0.2 0.8
In 0.6740 -0.8886 -3.6861 -1.1 0.1 0.0
P 2.9779 -1.7495 -4.3581 1.0 -0.7 0.6
O 2.9689 -3.4678 -4.2411 0.0 1.0 -0.2
Cl 3.0954 -1.4432 -6.4779 -0.3 -0.4 0.2
H -2.9909 -4.2839 -1.0542 0.3 0.1 0.4
H -1.8152 -2.9676 -1.2932 -0.2 -0.2 0.2
H -1.8042 -3.8273 0.2672 -0.4 0.0 -0.3
H -5.0308 -3.4002 -0.9682 0.5 0.2 0.0
H -5.2622 -1.8216 -0.2232 0.4 -0.2 -0.1
H -3.4740 -2.1922 -2.6825 -0.3 0.3 0.1
H -5.1760 -1.7132 -2.7699 0.1 0.0 0.4
H -4.1234 0.0601 -0.7706 0.0 0.2 -0.4
H -4.2933 0.5017 -2.5426 -0.1 -0.1 0.5
H -1.8575 -0.7825 -1.2344 0.1 0.3 -0.4
H -2.1336 -0.5785 -3.0163 0.2 -0.2 0.6
H -1.8564 1.6748 -3.0931 0.2 -0.2 0.4
H -2.3553 1.9374 -1.4209 0.3 -0.1 -0.2
H -0.2426 1.8995 -0.5983 0.2 -0.5 -0.2
H 0.2653 2.1679 -2.2615 -0.2 -0.3 0.3
H 1.6199 0.3216 -1.2770 -0.3 -0.1 -0.3
H 0.1821 -0.6343 -0.9341 0.4 0.5 -0.7
H -0.4956 -2.2800 -3.6095 0.3 0.1 0.0
H 0.0827 0.2732 -4.9105 0.1 -0.1 0.1
H 2.8395 -3.8187 -5.1204 -0.3 -0.3 -0.3
Cl 1.8429 2.4402 1.4484 0.1 0.2 -0.1
C 1.3870 4.0227 2.1180 0.0 0.0 0.0
C 0.1852 4.6129 1.4176 -0.1 0.0 0.1
Cl 0.5541 5.0969 -0.2561 0.0 0.0 0.0
H 2.2509 4.6818 2.0505 0.0 0.0 -0.1
H 1.1586 3.8662 3.1728 -0.1 0.0 0.0
H -0.1429 5.5110 1.9413 0.1 0.0 0.0
H -0.6448 3.9089 1.3900 0.1 -0.1 -0.1
Cl 3.7484 1.1987 -4.8938 0.1 0.6 0.0
C 4.7823 2.2462 -3.8943 0.0 0.1 0.0
C 5.3884 1.5034 -2.7265 0.1 0.0 0.0
Cl 4.1588 1.0473 -1.5273 0.1 0.0 0.0
H 4.1831 3.0921 -3.5606 0.0 -0.1 0.1
H 5.5757 2.6222 -4.5411 0.0 -0.1 0.0
H 6.1121 2.1417 -2.2184 -0.1 0.0 0.0
H 5.8973 0.5963 -3.0483 -0.1 0.0 -0.1
Cl -0.6066 -0.1237 1.6205 -0.1 0.0 0.2
C 0.1855 -1.6133 2.1838 0.0 -0.1 0.0
C 0.8676 -1.4332 3.5203 -0.1 -0.1 0.0
Cl 2.2975 -0.3690 3.4186 0.0 0.0 0.1
H 0.8882 -1.9311 1.4141 0.0 0.1 0.0
H -0.5936 -2.3715 2.2691 0.0 0.0 0.1
H 1.2197 -2.3975 3.8882 0.0 0.0 -0.1
H 0.1892 -1.0119 4.2606 0.2 0.0 -0.3
Cl -1.3083 -0.9743 6.0995 -0.3 0.0 0.3
C -0.2695 0.0900 7.0785 0.2 0.1 0.0
C 0.3386 -0.6325 8.2573 0.1 0.1 -0.1
Cl -0.8804 -1.0655 9.4834 0.0 0.0 0.0
H -0.8659 0.9425 7.3970 0.0 -0.1 0.0
H 0.5221 0.4521 6.4211 0.0 -0.1 0.0
H 1.0664 0.0124 8.7485 -0.1 0.0 0.0
H 0.8436 -1.5450 7.9476 -0.1 0.0 0.0